Record 1
This record from the OMol25 dataset describes a molecular structure, C20H45N2P3S2Sc in a non-equilibrium geometry. The level of theory is ωB97M-V/def2-TZVPD.

Geometry as XYZ:
```
73
Properties=species:S:1:pos:R:3:forces:R:3
Sc 0.044 0.553 0.018 -2.835 2.568 2.061
P -0.833 0.211 2.489 -0.139 -0.518 0.930
P 1.839 2.127 0.969 1.029 0.356 0.430
P -1.730 -1.164 -0.770 -1.390 -1.125 -0.549
H 2.516 -0.439 -0.412 -0.453 0.240 -0.538
C 1.649 -0.599 -1.086 0.626 0.306 -2.143
C 1.173 0.352 -1.971 1.805 -1.660 -0.405
H 1.616 1.352 -2.096 0.007 -0.487 0.371
C 0.086 -1.168 3.265 0.030 0.149 -0.156
C -0.640 1.591 3.673 0.088 0.086 -0.237
C -2.584 -0.232 2.770 -0.011 0.159 -0.335
C 3.028 2.565 -0.343 -0.116 -0.100 -0.076
C 1.624 3.718 1.803 -0.527 0.043 0.115
C 2.824 1.142 2.149 0.029 0.108 -0.183
C -1.481 -1.636 -2.517 0.291 0.372 -0.067
C -3.536 -0.882 -0.675 0.258 0.388 0.155
C -1.428 -2.714 0.133 0.262 -0.205 0.313
H 1.248 -1.633 -1.019 -0.014 0.646 -0.305
H 0.357 0.170 -2.688 0.246 -0.261 0.495
H -0.267 -1.305 4.288 0.084 -0.081 -0.023
H 1.158 -0.958 3.271 -0.092 -0.036 0.119
H -0.067 -2.090 2.698 -0.047 0.042 0.127
H -1.005 1.268 4.650 0.028 0.017 -0.029
H -1.224 2.454 3.343 0.004 -0.139 0.057
H 0.399 1.909 3.767 -0.057 -0.096 0.075
H -2.762 -0.352 3.841 0.068 0.004 -0.082
H -2.868 -1.150 2.254 0.089 0.065 0.130
H -3.213 0.578 2.389 -0.019 -0.060 0.096
H 3.854 3.123 0.102 0.051 -0.042 -0.146
H 2.523 3.189 -1.087 0.137 0.071 0.117
H 3.403 1.676 -0.856 0.199 0.120 0.126
H 2.515 3.952 2.383 0.077 0.031 -0.027
H 0.764 3.675 2.472 0.102 0.086 0.050
H 1.438 4.510 1.075 0.114 -0.070 0.029
H 3.744 1.695 2.321 0.217 -0.153 0.203
H 3.059 0.158 1.740 0.150 0.024 0.027
H 2.300 0.993 3.092 0.052 0.130 -0.010
H -2.122 -2.465 -2.822 0.026 0.034 0.147
H -0.440 -1.914 -2.687 -0.066 -0.264 -0.006
H -1.684 -0.768 -3.151 -0.191 -0.061 -0.017
H -4.083 -1.779 -0.967 0.100 -0.031 -0.024
H -3.800 -0.061 -1.345 -0.013 -0.072 -0.049
H -3.831 -0.584 0.331 -0.016 -0.096 -0.072
H -1.969 -3.548 -0.327 0.056 0.189 0.027
H -1.703 -2.649 1.190 -0.122 0.061 -0.218
H -0.359 -2.957 0.103 -0.129 -0.130 -0.114
C 0.775 -6.164 -2.981 0.942 -0.567 -0.410
C 1.268 -7.320 -2.356 -0.124 0.468 -0.238
C 2.375 -7.975 -2.892 0.018 0.291 -0.339
C 2.990 -7.487 -4.054 -0.186 0.114 0.125
C 2.490 -6.340 -4.682 -0.103 -0.128 0.250
C 1.383 -5.677 -4.155 -0.304 -0.241 0.742
S -0.602 -5.286 -2.316 -0.264 0.362 0.039
H -0.846 -6.060 -1.249 0.074 -0.077 -0.084
H 0.767 -7.675 -1.455 0.254 -0.104 -0.201
H 2.765 -8.865 -2.408 -0.088 0.122 -0.073
H 3.857 -8.000 -4.471 -0.289 0.146 0.140
H 2.958 -5.952 -5.584 -0.063 -0.151 0.159
H 0.969 -4.785 -4.621 0.172 -0.170 -0.097
C -1.858 6.014 2.160 -0.176 0.171 0.291
N -1.946 4.717 1.451 0.784 -1.049 -0.406
C -1.281 4.336 0.354 0.201 1.447 0.584
S -1.394 2.684 -0.213 0.081 -0.526 -0.020
N -0.593 5.268 -0.370 -0.643 -1.265 -0.663
C -1.292 6.492 -0.865 0.043 0.564 -0.158
H -1.129 6.696 1.718 -0.077 -0.403 -0.038
H -1.570 5.821 3.200 -0.017 -0.049 -0.237
H -2.835 6.514 2.185 0.203 -0.237 -0.170
H -2.305 3.920 1.986 -0.237 0.712 -0.387
H -0.078 4.807 -1.132 -0.366 0.443 0.520
H -0.630 7.366 -0.820 -0.122 -0.332 0.105
H -1.579 6.337 -1.915 0.029 -0.011 0.386
H -2.191 6.697 -0.276 0.274 -0.137 -0.208
```
Forces are in eV/Å.

Properties
Net charge   +3
ΔE to the lowest compared entry with this formula, charge and spin   0.00 kcal per mole

Record 2
This record from the OMol25 dataset describes 3 unconnected molecules or ions with the total composition C20H45N3O3. The level of theory is ωB97M-V/def2-TZVPD.

Geometry as XYZ:
```
71
Properties=species:S:1:pos:R:3:forces:R:3
C -1.644 4.919 3.583 0.098 -0.087 -0.031
C -0.492 4.557 2.635 0.104 0.109 0.013
N -0.819 4.850 1.236 -0.038 -0.364 0.086
C 0.374 4.948 0.374 -0.020 0.196 -0.100
C 0.268 4.326 -1.017 0.152 0.076 -0.176
C -0.614 5.100 -2.001 -0.701 -0.118 0.044
O 0.024 5.235 -3.289 0.772 0.016 0.335
C 0.267 4.088 -3.942 -0.222 0.053 -0.178
O -0.457 3.138 -3.965 0.023 -0.257 0.252
C -1.862 4.016 0.727 0.014 0.049 0.242
C -1.846 2.545 1.083 -0.021 -0.163 -0.176
O -2.728 4.475 0.031 0.058 0.014 -0.254
H -2.410 5.473 3.040 0.005 0.013 0.045
H -1.290 5.546 4.400 -0.048 -0.015 0.011
H -2.100 4.032 4.023 -0.050 0.033 -0.033
H -0.198 3.507 2.771 0.057 0.031 -0.005
H 0.390 5.150 2.879 -0.052 0.050 -0.039
H 0.625 6.006 0.237 0.009 -0.016 0.089
H 1.226 4.494 0.892 -0.074 -0.117 -0.028
H -0.023 3.273 -0.982 -0.025 0.044 0.047
H 1.284 4.341 -1.423 -0.005 0.012 0.041
H -1.584 4.626 -2.127 0.025 -0.007 -0.041
H -0.798 6.112 -1.645 0.145 0.053 -0.150
H 1.231 4.121 -4.468 -0.126 0.218 -0.198
H -2.443 2.022 0.338 -0.084 0.023 0.084
H -2.270 2.354 2.070 0.014 0.057 -0.010
H -0.834 2.134 1.060 0.001 0.069 0.120
C -1.840 -1.408 -0.878 0.029 -0.011 -0.007
C -1.759 -2.447 0.231 0.026 -0.006 -0.065
N -1.852 -1.870 1.560 0.001 -0.014 0.017
C -1.479 -2.788 2.622 0.079 -0.031 0.050
C -2.352 -4.028 2.842 0.003 -0.001 0.048
C -3.022 -1.045 1.802 -0.035 0.152 -0.009
C -4.409 -1.672 1.620 -0.007 0.003 0.026
H -1.101 -0.620 -0.722 -0.011 0.007 0.014
H -1.639 -1.879 -1.842 0.003 0.002 0.001
H -2.827 -0.947 -0.944 -0.003 -0.001 -0.001
H -0.788 -2.946 0.165 -0.014 -0.032 0.046
H -2.517 -3.225 0.045 -0.006 0.009 -0.003
H -1.426 -2.217 3.554 -0.028 0.015 -0.009
H -0.456 -3.118 2.415 -0.011 -0.002 -0.044
H -3.308 -3.781 3.304 -0.013 0.006 -0.040
H -1.839 -4.724 3.509 -0.001 0.002 0.002
H -2.550 -4.555 1.907 0.007 0.004 -0.004
H -2.947 -0.181 1.138 -0.049 -0.008 -0.016
H -2.941 -0.639 2.814 0.042 -0.053 0.015
H -4.472 -2.255 0.700 0.007 0.009 -0.008
H -5.162 -0.884 1.558 0.003 0.003 0.005
H -4.685 -2.319 2.451 0.026 -0.047 -0.034
C 3.009 -0.626 -2.318 0.025 0.018 0.000
C 3.925 -1.821 -2.098 -0.029 0.015 -0.015
N 3.533 -2.635 -0.960 0.000 -0.024 -0.010
C 4.545 -3.592 -0.551 0.077 -0.002 0.067
C 4.918 -4.713 -1.529 0.004 -0.031 0.031
C 2.164 -3.123 -0.983 -0.178 0.039 0.001
C 1.719 -3.970 -2.181 -0.036 -0.035 0.038
H 2.920 -0.038 -1.404 -0.015 -0.015 0.007
H 3.417 0.012 -3.102 -0.002 0.001 0.003
H 2.008 -0.925 -2.632 0.000 -0.004 -0.002
H 4.935 -1.456 -1.894 0.011 -0.031 -0.003
H 3.989 -2.395 -3.036 0.001 -0.001 0.003
H 4.224 -4.034 0.396 -0.030 -0.001 -0.012
H 5.450 -3.021 -0.321 -0.009 0.025 -0.035
H 4.140 -5.472 -1.598 -0.015 0.022 -0.029
H 5.828 -5.210 -1.186 -0.001 0.000 0.002
H 5.111 -4.328 -2.531 0.001 0.008 0.003
H 1.500 -2.256 -0.918 0.029 0.023 -0.003
H 1.995 -3.684 -0.060 0.067 -0.013 0.003
H 2.040 -3.534 -3.128 -0.006 0.015 0.003
H 0.628 -4.027 -2.204 0.000 -0.001 0.006
H 2.095 -4.991 -2.133 0.048 0.020 -0.034
```
Forces are in eV/Å.

Properties
DFT total energy   -1178.9705 hartree
Net charge   0

Record 3
This record from the OMol25 dataset describes a molecular structure, C20H46Br6N2O10P2 in a non-equilibrium geometry. The level of theory is ωB97M-V/def2-TZVPD.

Geometry as XYZ:
```
86
Properties=species:S:1:pos:R:3:forces:R:3
C -2.953 4.242 2.152 -0.361 -0.774 0.945
O -1.954 3.780 1.619 -0.341 0.740 -0.167
N -3.731 3.488 2.988 0.656 0.556 -0.454
C -4.927 4.005 3.743 1.274 -1.381 -1.110
C -3.313 2.081 3.103 -1.411 0.162 1.035
H -3.326 5.271 2.039 0.189 0.058 -0.155
H -5.127 5.017 3.389 -0.218 -0.192 0.128
H -4.813 3.958 4.826 0.457 0.274 -0.015
H -5.706 3.277 3.518 -0.481 0.471 -0.158
H -4.260 1.547 3.187 0.113 -0.430 0.066
H -2.751 1.655 2.272 -0.087 0.685 0.049
H -2.766 1.939 4.035 0.193 -0.123 -0.030
C -2.940 0.633 -0.684 0.069 -1.754 1.941
O -3.077 -0.575 -0.770 -0.008 -0.577 -0.200
N -3.149 1.493 -1.627 -1.275 2.993 -5.207
C -2.725 2.892 -1.547 0.356 -0.474 2.341
C -3.208 1.094 -3.097 0.338 -1.270 0.612
H -2.664 1.084 0.282 0.069 0.240 -0.068
H -2.450 3.006 -0.498 0.352 0.346 0.053
H -3.488 3.659 -1.676 -0.201 -0.493 -0.557
H -1.830 3.082 -2.140 -0.186 -0.007 -0.204
H -2.148 1.068 -3.349 -0.099 -0.309 -0.574
H -3.718 0.162 -3.343 0.594 -0.733 1.146
H -3.739 1.628 -3.885 0.025 1.634 1.050
C -1.523 4.842 -5.290 -0.166 -0.394 0.984
Br -3.269 4.456 -4.332 1.268 0.452 -1.249
Br -0.427 3.214 -5.559 -0.806 0.903 0.222
Br -0.528 6.164 -4.219 -0.493 -0.631 -0.706
H -1.786 5.248 -6.267 0.154 -0.048 0.360
C -5.960 -2.014 1.002 0.202 0.514 1.133
Br -7.546 -0.826 1.198 0.894 -0.834 -0.474
Br -6.398 -3.886 1.246 0.084 0.612 0.070
Br -4.623 -1.347 2.367 -0.786 -0.720 -0.962
H -5.472 -1.952 0.029 -0.262 0.467 0.220
C -1.083 -1.353 -4.799 0.878 0.017 0.720
C -0.226 -1.486 -3.487 -0.737 -0.696 -1.324
O 0.819 -0.513 -3.610 1.659 1.355 1.967
P 1.811 -0.169 -2.336 -0.315 -0.697 -0.235
O 2.477 -1.335 -1.682 -0.798 1.381 -0.714
O 2.823 0.942 -2.946 -1.806 -0.627 0.464
C 4.117 1.093 -2.376 1.776 -0.989 -1.278
C 5.004 -0.025 -2.982 -0.038 1.305 1.257
O 0.879 0.688 -1.342 -0.288 -0.429 -2.686
C 1.256 0.780 0.011 -0.870 0.037 0.449
C 0.516 1.945 0.622 0.510 0.336 0.155
H -2.059 -0.900 -4.627 0.131 -0.134 -0.054
H -0.491 -0.723 -5.463 -0.194 0.139 -0.070
H -1.173 -2.310 -5.314 -0.238 -0.037 0.223
H -0.839 -1.391 -2.590 0.141 0.422 0.103
H 0.221 -2.480 -3.478 0.157 0.055 0.165
H 4.497 2.063 -2.697 -0.304 0.103 0.116
H 4.248 1.007 -1.297 -0.961 0.134 0.175
H 5.253 0.215 -4.015 -0.307 -0.568 -0.035
H 5.918 0.015 -2.389 0.337 -0.279 -0.184
H 4.474 -0.944 -2.731 0.355 -0.223 -0.692
H 0.797 -0.107 0.446 1.124 -0.367 0.525
H 2.340 0.892 -0.008 -0.034 -0.359 0.977
H 1.024 2.892 0.442 -0.196 0.091 -0.174
H -0.496 1.979 0.220 0.089 0.081 0.128
H 0.472 1.816 1.704 -0.119 0.001 0.021
C 5.568 -1.008 0.807 0.468 -1.723 -0.385
C 4.276 -1.061 1.575 -1.017 2.279 -0.478
O 3.977 -2.131 2.431 -0.190 -2.700 0.435
P 3.086 -3.436 2.014 -0.107 -0.585 -1.292
O 3.590 -4.324 0.912 -0.613 1.662 1.678
O 2.966 -4.240 3.427 -0.109 1.435 -2.374
C 4.182 -4.699 4.010 -0.353 0.272 3.212
C 3.940 -4.244 5.513 0.898 -1.173 -0.321
O 1.644 -2.716 1.716 -0.767 -1.812 0.923
C 0.335 -3.465 1.523 -0.858 0.945 -1.441
C -0.910 -2.498 1.309 1.767 -0.609 -0.111
H 6.458 -0.753 1.381 -0.130 -0.203 0.184
H 5.636 -2.015 0.395 0.684 -0.216 -0.070
H 5.575 -0.394 -0.094 -0.556 0.368 0.293
H 4.266 -0.205 2.250 -0.376 0.225 -0.065
H 3.444 -0.992 0.874 0.019 0.300 -0.148
H 4.230 -5.787 3.960 -0.140 0.027 -0.140
H 5.137 -4.317 3.651 -0.440 0.452 -0.550
H 4.770 -4.469 6.183 0.494 0.103 -0.263
H 3.715 -3.183 5.618 -0.100 -0.137 -0.331
H 3.160 -4.867 5.951 -0.459 0.297 -0.301
H 0.364 -4.121 0.652 0.802 0.270 -0.236
H -0.016 -4.145 2.299 1.044 0.340 0.816
H -1.742 -3.093 0.931 -0.243 -0.455 0.961
H -1.047 -1.997 2.267 -0.654 0.159 -0.316
H -0.890 -1.816 0.458 0.881 0.463 0.258
```
Forces are in eV/Å.

Properties
Net charge   0
ΔE to the lowest compared entry with this formula, charge and spin   83.85 kcal per mole